2 unconnected molecules or ions with the total composition C6H9N2O2 at a distorted geometry, computed with the ωB97M-V functional and the def2-TZVPD basis.

Geometry as XYZ:
```
19
Properties=species:S:1:pos:R:3
C 1.913 2.525 2.611
C 1.559 1.939 1.198
O 1.539 0.730 1.145
O 1.383 2.801 0.356
H 1.286 3.498 2.727
H 3.008 2.656 2.596
H 1.641 1.804 3.370
C -3.193 -1.419 -1.734
C 0.070 -2.182 -0.316
C -0.871 -0.400 -1.207
C -1.731 -1.457 -1.319
N 0.299 -0.740 -0.536
N -1.137 -2.660 -0.742
H 1.108 -0.228 -0.262
H 0.782 -2.811 0.343
H -0.840 0.690 -1.489
H -3.517 -0.279 -2.013
H -3.931 -1.859 -1.037
H -3.532 -1.952 -2.683
```

E_LUMO: 3.7 eV
Charge: -1

A single C3H7NO molecule at a distorted geometry, computed with the ωB97M-V functional and the def2-TZVPD basis.

Geometry as XYZ:
```
12
Properties=species:S:1:pos:R:3
C -1.730 0.085 -0.224
N -0.311 0.069 -0.219
C 0.440 -0.023 -1.435
C 0.369 0.075 1.032
O 1.559 -0.177 1.203
H -2.132 1.252 -0.295
H -2.067 -0.491 -1.268
H -2.056 -0.523 0.757
H 1.335 0.611 -1.456
H 0.645 -1.187 -1.603
H -0.171 0.337 -2.299
H -0.318 0.108 1.833
```

SMILES: CN(C)C=O
E_LUMO: 0.8 eV

A gas-phase ion, C7H13N4 (charge +1) at a distorted geometry, computed with the ωB97M-V functional and the def2-TZVPD basis.

Geometry as XYZ:
```
24
Properties=species:S:1:pos:R:3
C 1.562 -0.083 -1.431
N 1.883 0.437 -0.077
C 2.189 -0.498 0.998
N 0.949 1.416 0.276
C -0.620 0.917 0.308
C -0.985 -0.429 0.188
C -2.309 -0.802 -0.043
N -2.664 -2.080 -0.079
C -3.277 0.230 -0.312
C -2.881 1.560 -0.271
N -1.531 1.864 0.087
H 1.348 -1.212 -1.385
H 0.710 0.338 -1.783
H 2.523 0.047 -2.099
H 3.175 -0.495 1.068
H 1.593 -0.284 1.959
H 1.769 -1.562 0.687
H 1.216 1.936 1.039
H -0.378 -1.247 0.337
H -3.620 -2.153 0.009
H -2.097 -2.700 0.533
H -4.243 0.059 -0.530
H -3.454 2.463 -0.281
H -1.302 2.914 0.308
```

SMILES: CN(C)/[NH+]=c1\cc(N)cc[nH]1
E_LUMO: -3.7 eV
Charge: +1

2 unconnected molecules or ions with the total composition C2H4ClOP at a distorted geometry, computed with the ωB97M-V functional and the def2-TZVPD basis.

Geometry as XYZ:
```
9
Properties=species:S:1:pos:R:3
C -0.431 1.643 0.727
C 0.822 -1.410 -0.200
O -0.336 1.305 1.902
P 0.011 0.845 -0.870
Cl -0.490 -2.328 -1.078
H -0.951 2.730 0.506
H 0.956 -1.643 0.805
H 1.708 -1.450 -0.699
H -1.290 0.307 -1.095
```

E_LUMO: -0.5 eV

2 unconnected molecules or ions with the total composition C4H10NO3, computed with the ωB97M-V functional and the def2-TZVPD basis.

Geometry as XYZ:
```
18
Properties=species:S:1:pos:R:3
C 0.214 -1.333 0.888
N -0.849 -1.028 -0.069
C -1.750 -0.025 0.454
C -0.289 -0.611 -1.365
C 0.405 0.769 -1.579
O 0.672 1.005 -2.768
O 0.583 1.535 -0.589
H 1.035 -0.607 0.866
H 0.592 -2.333 0.654
H -0.213 -1.323 1.887
H -2.677 -0.043 -0.100
H -1.355 0.998 0.434
H -2.010 -0.227 1.493
H 0.432 -1.364 -1.663
H -1.073 -0.682 -2.112
H 1.476 1.478 0.787
H 2.803 2.072 1.190
O 2.003 1.719 1.591
```

E_LUMO: 4.0 eV
Charge: -1

A molecular structure, C32H33Cl2N2O5TeTi, computed with the ωB97M-V functional and the def2-TZVPD basis.

Geometry as XYZ:
```
76
Properties=species:S:1:pos:R:3
Ti 0.618 0.323 0.208
N 2.155 0.475 -1.469
H 2.971 1.072 -1.364
H 1.600 0.873 -2.225
H 2.498 -0.420 -1.809
Cl 0.991 0.538 2.839
C 1.833 2.126 2.857
Cl 2.523 2.503 1.275
H 2.635 2.052 3.583
H 1.090 2.878 3.101
C 5.363 -7.483 -1.900
C 4.607 -6.432 -1.147
C 4.711 -5.090 -1.489
C 4.031 -4.096 -0.795
C 4.190 -2.683 -1.265
C 3.216 -4.485 0.272
Te 2.342 -3.126 1.590
N 1.265 -1.792 0.530
C -0.058 -2.029 0.613
O -0.809 -1.003 0.626
C -0.693 -3.358 0.635
C -1.834 -3.548 1.414
C -2.445 -4.790 1.431
C -1.942 -5.825 0.650
C -0.830 -5.625 -0.156
C -0.199 -4.391 -0.165
C 4.000 -1.916 1.988
C 4.085 -0.609 1.523
C 5.205 0.151 1.814
C 6.234 -0.407 2.563
C 6.135 -1.707 3.021
C 5.015 -2.494 2.749
C 4.987 -3.906 3.246
C 3.062 -5.835 0.637
C 2.186 -6.331 1.757
C 3.772 -6.781 -0.091
H 5.890 -7.062 -2.753
H 4.689 -8.259 -2.260
H 6.097 -7.963 -1.251
H 5.335 -4.806 -2.328
H 3.967 -2.623 -2.331
H 5.213 -2.331 -1.118
H 3.525 -2.002 -0.741
H -2.231 -2.731 2.001
H -3.321 -4.953 2.041
H -2.435 -6.787 0.655
H -0.469 -6.421 -0.793
H 0.636 -4.218 -0.832
H 3.289 -0.183 0.932
H 5.281 1.169 1.458
H 7.115 0.176 2.790
H 6.940 -2.130 3.608
H 5.415 -3.968 4.246
H 5.569 -4.555 2.588
H 3.984 -4.336 3.323
H 1.298 -5.724 1.931
H 2.738 -6.403 2.696
H 1.834 -7.334 1.521
H 3.657 -7.826 0.170
O -0.587 0.908 -1.354
C -1.047 1.835 -0.604
O -0.448 1.946 0.549
C -2.156 2.674 -0.983
C -2.497 3.776 -0.201
C -3.555 4.606 -0.558
C -4.237 4.269 -1.707
O -5.286 4.909 -2.246
C -5.665 4.170 -3.420
O -4.745 3.084 -3.551
C -3.902 3.162 -2.491
C -2.862 2.341 -2.166
H -1.932 3.984 0.696
H -3.831 5.468 0.029
H -5.584 4.825 -4.288
H -6.674 3.778 -3.279
H -2.590 1.486 -2.763
```

2S+1: 2
E_LUMO (alpha / beta): -5.7 / -5.5 eV
Charge: +2

A single C3H3BrCl2 molecule at a distorted geometry, computed with the ωB97M-V functional and the def2-TZVPD basis.

Geometry as XYZ:
```
9
Properties=species:S:1:pos:R:3
C 0.300 -0.579 0.276
C 0.703 0.498 1.066
C -0.682 -0.264 -0.756
Cl 1.698 0.337 2.532
Cl 0.040 -0.218 -2.444
Br 0.139 2.266 0.673
H 0.491 -1.627 0.157
H -1.433 -1.040 -0.787
H -1.256 0.627 -0.717
```

2S+1: 3
E_LUMO (alpha / beta): 0.4 / -2.9 eV

A single C7H12 molecule at a distorted geometry, computed with the ωB97M-V functional and the def2-TZVPD basis.

Geometry as XYZ:
```
19
Properties=species:S:1:pos:R:3
C 1.664 1.473 -0.247
C 0.521 0.668 -0.026
C 0.378 -0.622 -0.784
C -0.785 -1.266 -0.764
C -1.045 -2.374 -1.858
C -0.528 1.063 0.932
C 0.213 1.278 2.198
H 1.802 2.486 0.179
H 2.484 0.962 -0.759
H 1.276 -1.037 -1.101
H -1.595 -1.297 -0.052
H -1.961 -2.941 -2.080
H -0.957 -1.560 -2.612
H -0.304 -3.180 -1.982
H -1.239 0.284 1.270
H -1.085 1.895 0.504
H 1.009 0.516 2.223
H -0.534 1.415 2.969
H 0.687 2.237 1.991
```

SMILES: C=C(/C=C/C)CC
E_LUMO: 1.0 eV

2 unconnected molecules or ions with the total composition C5H8O2, computed with the ωB97M-V functional and the def2-TZVPD basis.

Geometry as XYZ:
```
15
Properties=species:S:1:pos:R:3
O 2.522 -1.093 0.031
C 1.512 -0.943 0.875
C 0.314 1.014 -0.279
C -1.164 0.990 -0.569
C -1.526 0.018 0.570
C -0.495 -0.676 -0.305
O -1.073 -0.140 -1.491
H 2.395 -1.930 -0.444
H 1.732 0.018 1.384
H 0.645 1.620 0.588
H 0.971 1.171 -1.144
H -1.765 1.827 -0.922
H -1.236 0.270 1.593
H -2.535 -0.398 0.507
H -0.323 -1.764 -0.374
```

E_LUMO: 0.7 eV

2 unconnected molecules or ions with the total composition C6H14N2O at a distorted geometry, computed with the ωB97M-V functional and the def2-TZVPD basis.

Geometry as XYZ:
```
23
Properties=species:S:1:pos:R:3
C -0.163 -1.352 -0.520
C -0.542 -2.787 -0.164
N -0.562 -1.075 -1.902
C -0.837 -0.367 0.449
C -2.258 -0.167 0.316
H 0.925 -1.237 -0.371
H -0.243 -0.160 -2.199
H -0.159 -1.757 -2.533
H -0.511 -0.572 1.470
H -0.289 -3.010 0.873
H -1.615 -2.932 -0.298
H -0.007 -3.499 -0.798
H -2.734 -0.338 -0.639
H -2.841 0.219 1.139
C 2.299 2.321 1.361
C 1.601 2.542 0.047
N -0.461 1.102 0.163
O 1.560 3.519 -0.615
H 0.561 1.238 -0.293
H -1.057 1.560 -0.525
H 2.914 3.184 1.626
H 2.903 1.416 1.307
H 1.519 2.153 2.105
```

E_LUMO (alpha / beta): 0.6 / 0.1 eV

A single C5H8N2O2 molecule at a distorted geometry, computed with the ωB97M-V functional and the def2-TZVPD basis.

Geometry as XYZ:
```
17
Properties=species:S:1:pos:R:3
C 1.322 0.578 -1.265
C 0.528 0.163 -0.035
C 1.185 0.615 1.261
O -0.817 0.676 -0.130
C -1.580 -0.417 -0.023
N -2.891 -0.218 0.124
N -1.053 -1.605 -0.154
C 0.292 -1.431 -0.069
O 1.177 -2.237 -0.040
H 2.280 0.064 -1.258
H 1.487 1.654 -1.266
H 0.785 0.301 -2.171
H 1.349 1.691 1.252
H 2.140 0.106 1.363
H 0.560 0.356 2.114
H -3.505 -1.012 0.129
H -3.258 0.715 0.169
```

SMILES: CC1(C)OC(N)=NC1=O
E_LUMO: 0.6 eV

A single C24H15FN4O2S molecule at a distorted geometry, computed with the ωB97M-V functional and the def2-TZVPD basis.

Geometry as XYZ:
```
47
Properties=species:S:1:pos:R:3
O -1.014 0.004 -0.724
C -0.672 0.919 -0.027
N -1.475 1.200 1.051
C -2.800 0.776 1.288
N -3.478 0.555 0.159
C -4.597 0.000 0.535
C -5.629 -0.569 -0.361
C -5.614 -0.434 -1.762
C -6.532 -1.106 -2.651
C -7.644 -1.787 -2.190
C -7.655 -2.022 -0.825
C -6.756 -1.367 0.094
N -4.860 -0.052 1.812
S -3.684 0.606 2.816
C 0.773 1.501 -0.246
C 1.613 1.554 1.030
O 1.091 1.645 2.200
N 2.841 0.920 0.697
C 3.894 0.570 1.572
C 3.967 1.085 2.926
C 5.103 0.898 3.630
C 6.183 0.110 3.190
F 7.220 -0.024 4.033
C 5.984 -0.639 1.989
C 4.968 -0.335 1.055
C 5.073 -0.658 -0.418
C 3.864 -0.266 -1.191
C 3.621 -0.590 -2.513
C 2.488 -0.281 -3.243
C 1.452 0.399 -2.616
C 1.693 0.821 -1.262
C 2.800 0.442 -0.573
H -0.900 1.584 1.812
H -4.917 0.221 -2.317
H -6.420 -1.029 -3.743
H -8.509 -2.270 -2.698
H -8.424 -2.675 -0.467
H -6.911 -1.431 1.206
H 0.546 2.561 -0.566
H 3.135 1.754 3.211
H 5.144 1.532 4.497
H 6.795 -1.214 1.659
H 5.946 -0.281 -1.005
H 5.097 -1.717 -0.550
H 4.401 -1.139 -3.093
H 2.257 -0.574 -4.282
H 0.544 0.803 -3.137
```

SMILES: O=C(Nc1nc(-c2ccccc2)ns1)[C@H]1C(=O)N2c3ccc(F)cc3Cc3cccc1c32
E_LUMO: 0.0 eV

A single C19H21ClFN3O2 molecule at a distorted geometry, computed with the ωB97M-V functional and the def2-TZVPD basis.

Geometry as XYZ:
```
47
Properties=species:S:1:pos:R:3
C -2.073 -4.364 -0.533
C -2.316 -3.325 0.430
O -1.361 -2.618 0.558
C -1.107 -1.679 -0.290
C 0.059 -1.964 -0.822
C 0.537 -1.041 -2.178
C -0.328 -0.027 -2.596
C -1.424 0.170 -1.859
C -1.926 -0.307 -0.706
N -3.156 -0.122 -0.134
C -3.908 0.644 -0.631
C -3.417 2.225 -0.263
N -2.398 2.053 0.945
C -1.013 2.044 0.378
O -0.843 2.900 -0.517
N 0.015 1.566 0.917
C 1.186 1.302 0.658
C 1.835 2.136 -0.393
C 3.053 1.960 -0.555
C 3.803 0.831 -0.222
F 5.103 0.624 -0.722
C 3.098 -0.119 0.747
Cl 3.960 -1.792 1.107
C 1.867 0.274 0.739
C -2.757 1.220 1.798
C -3.039 -0.324 1.398
H -1.358 -4.874 -0.377
H -1.747 -3.949 -1.581
H -2.880 -5.150 -0.706
H -2.531 -3.703 1.365
H -3.291 -2.771 0.084
H 0.701 -2.802 -0.609
H 1.403 -1.299 -2.511
H -0.133 0.625 -3.110
H -1.982 0.956 -2.055
H -4.884 0.740 -0.012
H -4.173 0.854 -1.500
H -3.009 2.798 -0.729
H -4.222 2.885 0.330
H -0.408 0.836 1.539
H 1.411 2.987 -0.578
H 3.619 2.501 -1.258
H 1.449 -0.573 1.622
H -1.943 1.302 2.735
H -3.610 1.697 2.165
H -4.025 -0.597 1.794
H -2.222 -0.692 1.815
```

SMILES: CCOc1ccccc1N1CCN(C(=O)Nc2ccc(F)c(Cl)c2)CC1
E_LUMO: 0.3 eV

A single C15H15NO3 molecule, computed with the ωB97M-V functional and the def2-TZVPD basis.

Geometry as XYZ:
```
34
Properties=species:S:1:pos:R:3
C -1.108 -3.169 0.798
O -0.034 -2.400 0.280
C 0.159 -1.202 0.866
O -0.530 -0.809 1.776
C 1.370 -0.505 0.369
C 2.205 -0.037 1.388
C 3.414 0.564 1.119
C 3.809 0.720 -0.202
C 2.979 0.311 -1.219
C 1.739 -0.292 -0.966
O 1.053 -0.572 -2.098
C -0.323 -0.868 -2.123
C -1.179 -0.007 -1.228
C -2.482 -0.385 -0.922
C -3.204 0.415 -0.053
C -2.604 1.543 0.479
C -1.304 1.857 0.093
C -0.585 3.048 0.638
N -0.627 1.099 -0.755
H -0.920 -3.421 1.844
H -1.159 -4.071 0.194
H -2.041 -2.605 0.737
H 1.876 -0.175 2.407
H 4.044 0.906 1.926
H 4.758 1.181 -0.436
H 3.253 0.455 -2.252
H -0.494 -1.928 -1.889
H -0.611 -0.701 -3.169
H -2.908 -1.279 -1.351
H -4.216 0.152 0.219
H -3.128 2.170 1.183
H -1.222 3.929 0.622
H 0.314 3.228 0.056
H -0.297 2.850 1.669
```

SMILES: COC(=O)c1ccccc1OCc1cccc(C)n1
E_LUMO: 0.8 eV

A molecular structure, C17H16F20InO4S2 at a distorted geometry, computed with the ωB97M-V functional and the def2-TZVPD basis.

Geometry as XYZ:
```
60
Properties=species:S:1:pos:R:3
C 5.014 1.025 1.865
C 4.013 0.159 0.937
C 2.970 1.085 0.125
C 3.829 2.191 -0.671
C 1.908 0.251 -0.844
C 0.773 1.373 -1.080
C -0.744 1.109 -0.690
C -1.236 1.460 0.795
F -0.064 1.834 1.615
F -1.606 0.202 1.402
C -2.313 2.620 0.956
F -1.745 3.526 1.945
F -2.404 3.508 -0.169
C -3.728 2.282 1.591
F -4.311 3.545 1.942
F -3.457 1.728 2.902
C -4.742 1.304 0.904
F -4.404 -0.092 0.975
F -5.925 1.366 1.718
S -5.304 1.627 -0.848
F -3.780 1.415 -1.498
F -5.199 3.270 -0.741
F -6.917 1.720 -0.352
F -5.546 -0.038 -1.048
F -5.860 1.826 -2.410
C 2.449 -0.019 -2.362
O 3.116 -1.309 -2.522
C 2.944 -1.959 -1.260
O 3.675 -2.872 -0.856
C 1.638 -1.276 -0.528
S 0.319 -2.298 -1.332
O 0.949 -3.586 -1.846
O -0.291 -1.664 -2.583
C -0.941 -2.802 -0.053
F -2.198 -2.134 -0.202
F -0.451 -2.481 1.265
C -1.292 -4.377 -0.014
F -2.536 -4.458 0.696
F -1.603 -4.913 -1.302
C -0.267 -5.280 0.827
F -0.438 -6.644 0.466
F -0.649 -5.226 2.204
F 1.075 -4.853 0.786
H 5.873 1.370 1.173
H 5.489 0.279 2.617
H 4.517 1.897 2.416
H 3.550 -0.654 1.594
H 4.675 -0.386 0.164
H 2.422 1.691 0.944
H 4.211 2.984 0.080
H 3.133 2.783 -1.384
H 4.696 1.757 -1.272
H 0.782 1.626 -2.212
H 1.067 2.385 -0.598
H -1.135 0.040 -0.902
H -1.352 1.734 -1.461
H 1.625 -0.102 -3.192
H 3.155 0.740 -2.837
H 1.780 -1.415 0.607
In 0.789 1.123 3.559
```

E_LUMO: -17.5 eV
Charge: +3

A molecular structure, Cd3N2O6 at a distorted geometry, computed with the ωB97M-V functional and the def2-TZVPD basis.

Geometry as XYZ:
```
11
Properties=species:S:1:pos:R:3
Cd -2.209 7.088 2.376
Cd 3.327 -0.626 2.260
Cd -7.224 1.377 -0.807
N -1.480 1.937 1.040
O -2.551 1.380 0.802
O -0.568 1.191 1.105
O -1.256 3.165 1.096
N 2.981 -3.784 -2.014
O 1.905 -4.030 -2.409
O 3.866 -4.580 -2.394
O 3.210 -3.118 -1.056
```

E_LUMO: -17.3 eV
Charge: +4

What are the ΔE to the lowest compared entry with this formula, charge and spin values for these records? In order: 182.41 195.54 362.51 352.56 101.21 0.00 124.17 309.59 722.42 514.72 17.39 321.20 2259.91 123.90 927.36 327.33 kJ/mol.